Model w:
Entry from OMol25: a single C2H5N molecule (wB97M-V/def2-TZVPD).

Results
2S+1: 1
Total charge: 0
Highest occupied orbital energy (eV): -9.6234
Kohn-Sham gap (hartree): 0.3940
SMILES string: C=NC

Geometry (Å):
C -1.2953 0.0740 -0.0436
N -0.2737 -0.5519 0.4675
C 1.0150 -0.1196 0.1726
H -2.2961 -0.1879 0.3172
H -1.3216 0.7630 -0.8773
H 1.2791 -0.3911 -0.9329
H 1.7592 -0.5907 0.7576
H 1.1335 1.0043 0.1388

Here is what natural (NBO) gives for the atomic charges, in e:
1 C -0.06
2 N -0.39
3 C -0.45
4 H 0.17
5 H 0.14
6 H 0.19
7 H 0.21
8 H 0.19


Model x:
Entry from OMol25: 2 unconnected molecules or ions with the total composition C2H5N (wB97M-V/def2-TZVPD).

Results
2S+1: 1
Total charge: 0
Highest occupied orbital energy (eV): -9.6949
Kohn-Sham gap (hartree): 0.3602

Geometry (Å):
C 0.1975 -0.3118 0.6113
C 0.1451 0.5412 -0.5025
N 1.1549 -1.1602 0.6459
H -0.5587 0.1280 1.2692
H -1.4176 0.1914 -1.0675
H 0.7760 0.2997 -1.3388
H -0.3183 1.4973 -0.4582
H 1.1727 -1.9183 1.3349

Here is what natural (NBO) gives for the atomic charges, in e:
1 C 0.06
2 C -0.48
3 N -0.64
4 H 0.16
5 H 0.09
6 H 0.23
7 H 0.23
8 H 0.35


Model y:
Entry from OMol25: 2 unconnected molecules or ions with the total composition C2H5N (wB97M-V/def2-TZVPD).

Results
2S+1: 1
Total charge: 0
Highest occupied orbital energy (eV): -9.0876
Kohn-Sham gap (hartree): 0.3760

Geometry (Å):
C -0.5358 -0.0898 0.4807
C 0.8479 0.1786 -0.0053
N -0.9447 -1.1802 0.8370
H -1.6960 1.0544 0.4313
H 1.0962 1.1207 -0.3677
H 0.9124 -0.4670 -0.9125
H 1.6771 -0.1151 0.6186
H -1.9098 -1.4007 0.9306

Here is what natural (NBO) gives for the atomic charges, in e:
1 C 0.29
2 C -0.71
3 N -0.66
4 H 0.00
5 H 0.23
6 H 0.24
7 H 0.24
8 H 0.37


Model z:
Entry from OMol25: 3 unconnected molecules or ions with the total composition C2H5N (wB97M-V/def2-TZVPD).

Results
2S+1: 1
Total charge: 0
Highest occupied orbital energy (spin up / spin down) (eV): -7.7373 / -8.0514
Kohn-Sham gap (spin up / spin down) (hartree): 0.2950 / 0.3167

Geometry (Å):
C -1.1210 0.4560 -0.0014
C 0.9337 -0.5454 0.0152
N 1.0786 0.6259 0.0011
H 2.6095 -0.4674 -0.0267
H 0.6254 -1.5811 0.0232
H -1.4480 0.0000 -0.9308
H -1.4663 -0.0239 0.9091
H -1.2119 1.5359 0.0104

Here is what natural (NBO) gives for the atomic charges, in e:
1 C -0.61
2 C 0.09
3 N -0.22
4 H -0.06
5 H 0.24
6 H 0.18
7 H 0.18
8 H 0.20


The structures above, arranged from the most stable to the least stable: model w, model y, model x, model z.